The following is a quantum chemistry calculation of 27 unconnected molecules or ions with the total composition C49H149N3O27 in a non-equilibrium geometry, from the Open Molecules 2025 dataset.

Properties
LUMO, Ha: -0.0138
Frontier orbital gap, hartree: 0.269
HOMO energy, eV: -7.6964
DFT total energy, eV: -112970.379
F_max, eV/Å: 6.11

Geometry as ORCA input:
```
! wB97M-V def2-TZVPD RIJCOSX def2/J DEFGRID3
* xyz 0 1
C -5.125 2.194 2.672
C -5.462 0.770 3.103
O -6.818 0.721 3.440
H -5.391 2.954 3.407
H -5.594 2.263 1.691
H -4.079 2.231 2.371
H -4.836 0.532 3.963
H -5.030 0.004 2.459
H -7.283 -0.058 3.126
C 4.417 3.099 -1.355
C 4.260 4.020 -0.150
O 2.997 4.387 0.049
H 4.242 3.465 -2.367
H 3.565 2.447 -1.163
H 5.346 2.530 -1.329
H 4.783 4.967 -0.282
H 4.477 3.600 0.833
H 2.858 5.188 0.559
C 1.837 -4.708 -2.861
C 2.133 -5.927 -2.077
O 3.458 -6.200 -1.781
H 2.284 -4.789 -3.852
H 2.279 -3.829 -2.391
H 0.809 -4.346 -2.882
H 1.595 -6.818 -2.401
H 1.720 -5.773 -1.080
H 3.606 -6.203 -0.832
C 2.032 -1.054 5.933
C 2.022 0.235 5.106
O 1.947 -0.014 3.760
H 1.899 -0.662 6.941
H 2.904 -1.685 5.757
H 1.085 -1.583 5.828
H 2.869 0.908 5.238
H 1.118 0.800 5.332
H 1.108 0.162 3.329
C -5.758 -3.994 -1.574
C -6.998 -3.160 -1.834
O -8.103 -3.819 -1.239
H -5.954 -5.045 -1.788
H -5.435 -4.087 -0.537
H -4.903 -3.804 -2.222
H -7.251 -3.295 -2.886
H -7.106 -2.097 -1.622
H -8.909 -3.411 -1.564
C 3.270 -4.595 2.955
C 4.125 -4.886 1.815
O 3.702 -5.789 0.886
H 2.995 -5.499 3.498
H 2.300 -4.222 2.626
H 3.745 -3.798 3.527
H 5.098 -5.300 2.081
H 4.169 -3.975 1.220
H 3.580 -6.600 1.384
C 5.957 -0.482 1.043
C 4.523 -0.098 1.594
O 4.084 -1.094 2.444
H 5.835 -1.363 0.413
H 6.591 -0.757 1.886
H 6.384 0.288 0.400
H 3.731 0.373 1.013
H 4.715 0.668 2.346
H 3.254 -0.767 2.798
C -0.361 -8.074 3.960
C -1.748 -7.433 3.825
O -1.452 -6.445 2.884
H -0.447 -8.828 4.742
H 0.383 -7.308 4.178
H -0.044 -8.642 3.085
H -2.062 -6.977 4.764
H -2.495 -8.099 3.394
H -0.962 -5.749 3.327
C -1.029 1.239 -6.873
C -1.582 0.918 -5.440
O -1.166 -0.515 -5.319
H -1.263 2.268 -7.147
H -1.502 0.685 -7.684
H 0.038 1.031 -6.949
H -2.665 1.036 -5.491
H -1.073 1.514 -4.684
H -1.885 -1.014 -4.925
C 5.467 -2.623 -2.389
C 6.535 -3.671 -2.190
O 7.628 -3.412 -3.000
H 5.864 -1.615 -2.275
H 4.630 -2.796 -1.711
H 4.920 -2.659 -3.331
H 6.151 -4.658 -2.449
H 6.845 -3.869 -1.164
H 7.369 -3.696 -3.880
C -1.261 -8.309 -3.593
C -2.510 -9.083 -3.097
O -3.291 -8.327 -2.226
H -0.409 -8.602 -2.980
H -1.306 -7.232 -3.430
H -1.192 -8.576 -4.647
H -2.282 -10.069 -2.693
H -3.119 -9.500 -3.899
H -2.676 -7.683 -1.866
O -5.484 0.389 -2.849
H -5.892 1.238 -3.020
H -6.075 -0.247 -3.251
O -1.712 -4.649 -5.378
H -0.988 -5.099 -5.814
H -1.314 -3.867 -4.997
O -6.493 -2.473 2.624
H -6.953 -2.066 1.890
H -5.662 -2.002 2.678
O -4.099 -6.012 -4.046
H -3.531 -5.341 -4.424
H -3.516 -6.749 -3.870
O -8.133 -1.063 0.785
H -8.906 -1.473 0.396
H -7.742 -0.562 0.070
O -2.420 -1.251 4.597
H -1.752 -1.237 5.283
H -3.194 -1.620 5.024
O 0.327 -2.066 -6.888
H 0.161 -1.286 -6.359
H -0.543 -2.420 -7.073
O -1.079 0.587 3.146
H -1.621 -0.150 3.426
H -0.922 0.431 2.215
O -0.979 -1.091 6.908
H -1.356 -0.234 6.710
H -0.305 -0.911 7.564
O -5.370 -3.292 -5.244
H -6.144 -2.975 -5.709
H -4.835 -3.704 -5.923
O 6.168 -2.020 4.393
H 5.283 -1.697 4.560
H 6.121 -2.409 3.519
O -1.232 -7.109 0.076
H -0.404 -7.576 0.187
H -1.536 -6.943 0.968
O -3.295 -2.076 -4.036
H -3.438 -3.003 -3.844
H -4.175 -1.701 -4.074
C 2.903 4.781 5.863
C 3.093 5.409 4.399
C 3.039 4.246 3.309
C 1.619 3.680 3.114
C 0.800 4.859 2.678
C 0.640 5.994 3.698
N 1.973 6.438 4.080
O 2.107 7.431 4.955
C -0.065 7.217 3.089
C -0.227 5.468 4.837
C 4.539 5.959 4.301
H 3.237 5.512 6.600
H 3.506 3.879 5.965
H 1.866 4.467 5.982
H 3.414 4.610 2.353
H 3.590 3.392 3.704
H 1.089 3.234 3.956
H 1.472 3.026 2.255
H -0.197 4.504 2.417
H 1.015 5.274 1.693
H 0.231 7.236 2.040
H -1.142 7.257 3.251
H 0.237 8.143 3.578
H -0.103 4.461 5.235
H -0.134 6.099 5.721
H -1.258 5.515 4.485
H 4.694 6.933 4.765
H 4.971 5.970 3.300
H 5.200 5.288 4.850
H 2.034 6.873 5.732
C -0.126 1.571 0.083
C -0.154 0.140 -0.544
C 1.248 -0.336 -0.007
C 1.340 -1.851 -0.002
C 0.109 -2.552 0.682
C -1.288 -2.045 0.242
N -1.294 -0.573 0.133
O -2.533 0.192 0.028
C -1.621 -2.679 -1.062
C -2.287 -2.491 1.287
C -0.265 0.138 -2.043
H 0.862 2.020 0.184
H -0.559 1.872 1.036
H -0.760 2.219 -0.522
H 2.079 -0.009 -0.632
H 1.438 0.068 0.988
H 2.309 -2.116 0.420
H 1.360 -2.199 -1.035
H 0.194 -2.558 1.768
H 0.232 -3.607 0.435
H -0.897 -2.407 -1.829
H -1.631 -3.769 -1.077
H -2.573 -2.442 -1.536
H -1.949 -2.091 2.243
H -3.293 -2.073 1.294
H -2.386 -3.577 1.298
H 0.275 0.943 -2.541
H -1.234 0.372 -2.485
H 0.030 -0.757 -2.591
H -2.836 -0.030 -0.855
C -2.125 6.896 -2.775
C -0.744 6.258 -3.139
C -0.414 6.495 -4.606
C 0.095 7.954 -4.923
C 1.457 8.139 -4.166
C 1.264 8.001 -2.632
N 0.375 6.852 -2.275
O 0.271 6.570 -0.960
C 2.678 7.854 -2.001
C 0.693 9.270 -2.082
C -0.785 4.755 -2.946
H -2.452 6.564 -1.789
H -2.828 6.671 -3.578
H -2.099 7.980 -2.885
H 0.296 5.728 -4.916
H -1.282 6.466 -5.264
H -0.693 8.631 -4.594
H 0.223 8.147 -5.988
H 1.974 9.087 -4.316
H 1.973 7.242 -4.510
H 2.819 8.110 -0.951
H 2.919 6.816 -2.234
H 3.360 8.569 -2.460
H -0.380 9.278 -2.271
H 0.762 9.162 -1.000
H 1.219 10.148 -2.459
H -1.439 4.304 -3.693
H -0.978 4.522 -1.899
H 0.157 4.237 -3.120
H 1.073 6.043 -0.930
*
```

***

The following is a quantum chemistry calculation of a single C2H4N2OS molecule in a non-equilibrium geometry, from the Open Molecules 2025 dataset.

Properties
LUMO (spin up / spin down), Ha: -0.0237 / -0.0238
Frontier orbital gap (spin up / spin down), hartree: 0.315 / 0.315
ΔE to the lowest compared entry with this formula, charge and spin, eV: 5.138
HOMO energy (spin up / spin down), eV: -9.2098 / -9.2096
DFT total energy, eV: -17997.521
F_max, eV/Å: 5.03

Geometry as ORCA input:
```
! wB97M-V def2-TZVPD RIJCOSX def2/J DEFGRID3
* xyz 0 1
C 1.008 0.045 0.320
C 0.009 -0.051 -0.754
N 1.244 1.130 0.920
N -1.588 -0.413 -0.099
O -1.601 -1.572 0.268
S -2.557 0.833 -0.086
H 1.626 -0.926 0.464
H -0.276 0.796 -1.220
H 0.058 -0.886 -1.295
H 2.077 1.044 1.484
*
```

***

The following is a quantum chemistry calculation of a molecular structure, C4H4HgLiO5 in a non-equilibrium geometry, from the Open Molecules 2025 dataset.

Properties
LUMO (spin up / spin down), Ha: 0.0494 / 0.0488
Frontier orbital gap (spin up / spin down), hartree: 0.146 / 0.216
ΔE to the lowest compared entry with this formula, charge and spin, eV: 0.000
<S²>: 2.0101
HOMO energy (spin up / spin down), eV: -2.6360 / -4.5490
DFT total energy, eV: -18829.704
F_max, eV/Å: 2.05

Geometry as ORCA input:
```
! wB97M-V def2-TZVPD RIJCOSX def2/J DEFGRID3
* xyz -1 3
O 0.410 -0.259 -2.482
O 0.735 0.872 -0.604
C -0.709 -0.817 2.338
C 0.000 -2.124 2.511
O 0.633 -2.586 1.386
C 0.455 0.815 -1.833
H -0.542 0.006 3.040
H -1.591 -0.779 1.688
H -0.762 -2.859 2.896
H 0.695 -2.010 3.382
O -0.319 3.096 -1.869
O 0.183 2.170 -3.806
C 0.087 2.116 -2.551
Hg 1.140 -1.684 -0.500
Li -0.414 4.043 -3.597
*
```

***

The following is a quantum chemistry calculation of 3 unconnected molecules or ions with the total composition C3H3Cl9, from the Open Molecules 2025 dataset.

Properties
LUMO, Ha: 0.0138
Frontier orbital gap, hartree: 0.417
ΔE to the lowest compared entry with this formula, charge and spin, eV: 0.072
HOMO energy, eV: -10.9791
DFT total energy, eV: -115861.263
F_max, eV/Å: 0.95

Geometry as ORCA input:
```
! wB97M-V def2-TZVPD RIJCOSX def2/J DEFGRID3
* xyz 0 1
C 0.712 -15.000 -22.885
Cl 0.546 -15.686 -24.531
Cl 1.319 -16.266 -21.794
Cl -0.808 -14.359 -22.307
H 1.475 -14.237 -22.952
C -2.923 -17.217 -22.820
Cl -1.944 -18.660 -22.510
Cl -3.602 -16.520 -21.360
Cl -4.169 -17.602 -24.011
H -2.314 -16.458 -23.295
C 2.317 -10.811 -22.952
Cl 0.921 -11.462 -23.844
Cl 3.472 -12.133 -22.654
Cl 1.849 -10.046 -21.429
H 2.795 -10.091 -23.600
*
```